{
  "formula": "C81H112N10O13",
  "method": "ωB97M-V/def2-TZVPD",
  "elements": ["O", "C", "C", "C", "C", "C", "C", "C", "C", "O", "C", "C", "C", "C", "C", "C", "H", "H", "H", "H", "H", "H", "H", "H", "O", "C", "C", "C", "C", "C", "C", "C", "C", "O", "C", "C", "C", "C", "C", "C", "H", "H", "H", "H", "H", "H", "H", "H", "O", "C", "C", "C", "C", "C", "C", "C", "C", "O", "C", "C", "C", "C", "C", "C", "H", "H", "H", "H", "H", "H", "H", "H", "C", "C", "C", "C", "C", "C", "C", "C", "C", "N", "O", "H", "H", "H", "H", "H", "H", "H", "H", "H", "H", "H", "H", "H", "H", "H", "H", "H", "H", "H", "C", "C", "C", "C", "C", "C", "C", "C", "C", "N", "O", "H", "H", "H", "H", "H", "H", "H", "H", "H", "H", "H", "H", "H", "H", "H", "H", "H", "H", "H", "C", "C", "C", "C", "C", "C", "C", "C", "C", "N", "O", "H", "H", "H", "H", "H", "H", "H", "H", "H", "H", "H", "H", "H", "H", "H", "H", "H", "H", "H", "C", "C", "C", "C", "C", "C", "C", "C", "C", "N", "O", "H", "H", "H", "H", "H", "H", "H", "H", "H", "H", "H", "H", "H", "H", "H", "H", "H", "H", "H", "N", "C", "N", "O", "H", "H", "H", "H", "N", "C", "N", "O", "H", "H", "H", "H", "N", "C", "N", "O", "H", "H", "H", "H"],
  "positions_angstrom": [[5.0078, 5.8619, 3.0327], [6.0739, 5.4875, 3.5966], [7.3735, 5.2040, 2.9514], [7.4611, 5.2626, 1.5489], [8.5373, 4.7139, 0.8903], [9.6210, 4.3181, 1.6322], [9.6553, 4.4121, 2.9698], [8.5223, 4.7909, 3.6837], [8.6321, 4.9502, 5.1085], [9.6556, 4.6528, 5.7842], [7.3458, 5.2116, 5.8602], [7.2331, 5.0242, 7.2010], [6.0393, 5.4178, 7.8838], [4.9648, 5.9289, 7.1904], [5.0046, 6.0507, 5.7797], [6.1177, 5.5503, 5.1362], [6.6271, 5.6007, 0.9519], [8.6210, 4.7164, -0.1864], [10.4547, 4.1375, 0.9699], [10.5811, 4.1523, 3.4615], [7.9374, 4.5936, 7.8975], [5.8826, 5.2328, 8.9362], [4.0722, 6.1786, 7.7447], [4.0423, 6.2296, 5.3231], [-1.6493, 1.0680, -9.4891], [-2.4195, 1.4973, -8.6043], [-2.4673, 2.9134, -8.1602], [-1.5006, 3.8026, -8.6696], [-1.4874, 5.1156, -8.3586], [-2.4877, 5.6648, -7.5765], [-3.4610, 4.8440, -7.0100], [-3.4750, 3.4785, -7.2465], [-4.5770, 2.6069, -6.7792], [-5.4320, 2.9029, -5.9695], [-4.6057, 1.1633, -7.2909], [-5.5254, 0.2599, -6.7460], [-5.5393, -1.0942, -7.1195], [-4.5243, -1.6736, -7.8468], [-3.4846, -0.7850, -8.3281], [-3.4991, 0.6179, -8.0127], [-0.8036, 3.4636, -9.4217], [-0.6789, 5.7544, -8.6820], [-2.3786, 6.6745, -7.2092], [-4.2739, 5.0752, -6.3376], [-6.3711, 0.6594, -6.2060], [-6.2691, -1.8023, -6.7557], [-4.5002, -2.7288, -8.0757], [-2.5999, -1.2149, -8.7742], [7.7031, -4.8050, -7.4934], [7.3371, -3.8601, -6.8515], [5.8286, -3.6248, -6.7774], [4.9460, -4.4018, -7.4425], [3.5622, -4.2567, -7.2723], [3.0331, -3.3225, -6.4265], [3.9156, -2.4504, -5.7389], [5.3064, -2.5930, -5.9374], [6.3102, -1.6573, -5.1711], [5.8278, -0.8553, -4.3860], [7.7512, -1.7465, -5.5281], [8.5964, -0.8608, -4.9045], [9.9697, -0.9781, -5.0851], [10.4663, -1.9742, -5.8604], [9.6642, -2.9200, -6.4980], [8.2670, -2.7987, -6.3251], [5.2831, -5.1267, -8.1686], [2.9243, -4.9337, -7.8210], [1.9678, -3.2250, -6.2780], [3.4895, -1.6448, -5.1595], [8.2737, -0.1567, -4.1517], [10.6185, -0.4871, -4.3749], [11.4866, -2.3094, -5.9742], [10.1139, -3.7092, -7.0822], [7.4091, -4.3238, 0.2779], [6.4697, -5.4947, 0.5394], [7.1493, -6.5027, 1.4543], [5.2544, -4.9489, 1.3324], [3.8800, -5.7324, 1.3774], [3.4096, -6.0499, -0.0399], [4.5115, -6.8497, -0.8923], [4.6313, -8.3063, -0.3735], [4.1953, -6.7732, -2.3430], [5.8934, -6.1997, -0.6999], [6.9649, -6.6898, -1.4981], [8.3063, -4.6322, -0.2589], [6.9575, -3.4991, -0.2734], [7.7862, -3.8801, 1.1993], [8.1267, -6.7758, 1.0566], [7.3557, -5.9039, 2.3415], [6.5966, -7.4336, 1.5811], [5.5377, -4.8677, 2.3818], [5.0118, -3.9759, 0.9052], [3.9764, -6.6086, 2.0186], [3.2247, -5.1218, 1.9985], [3.2165, -5.0416, -0.4063], [2.4850, -6.6192, 0.0551], [5.0913, -9.0034, -1.0738], [3.6813, -8.7588, -0.0889], [5.0838, -8.4247, 0.6110], [3.5957, -5.8634, -2.3728], [3.5751, -7.6263, -2.6180], [4.9552, -6.6397, -3.1129], [7.4010, -7.2052, -0.8156], [-6.9273, -7.9636, -7.1415], [-5.7642, -8.9601, -6.6688], [-6.2915, -10.3567, -6.2655], [-4.8574, -9.0797, -7.9336], [-3.4235, -9.4557, -7.6037], [-2.7628, -8.3739, -6.7504], [-3.5908, -8.2674, -5.4274], [-3.3349, -9.4562, -4.4631], [-3.1179, -6.9371, -4.8091], [-5.0146, -8.1254, -5.6619], [-5.7762, -7.8697, -4.5280], [-6.5783, -7.1432, -7.7685], [-7.8760, -8.2796, -7.5753], [-7.3768, -7.5188, -6.2537], [-6.7568, -10.2745, -5.2832], [-7.0443, -10.6333, -7.0036], [-5.4952, -11.1010, -6.2692], [-5.3779, -9.6189, -8.7251], [-4.7053, -8.0831, -8.3479], [-3.3917, -10.4336, -7.1233], [-2.8803, -9.5523, -8.5437], [-2.6019, -7.4152, -7.2434], [-1.8053, -8.8129, -6.4699], [-4.1309, -9.6065, -3.7339], [-2.5103, -9.2452, -3.7822], [-3.1564, -10.3594, -5.0466], [-3.4817, -6.0451, -5.3191], [-2.0601, -6.8878, -5.0674], [-3.3176, -6.7535, -3.7534], [-5.8547, -6.9130, -4.5414], [-1.4179, -0.3243, -1.8912], [-2.0961, 0.1970, -0.6296], [-3.5711, 0.4186, -1.0041], [-2.1390, -0.9157, 0.4069], [-0.8219, -1.1288, 1.1666], [-0.3556, 0.2035, 1.7088], [-0.3570, 1.4656, 0.8858], [-0.4207, 2.8140, 1.6401], [0.9665, 1.3497, 0.2228], [-1.4758, 1.4248, -0.0489], [-1.5755, 2.5187, -0.8946], [-1.4282, 0.5841, -2.4936], [-0.3743, -0.6168, -1.7749], [-1.8541, -1.1918, -2.3863], [-3.6594, 0.8808, -1.9873], [-4.0558, -0.5572, -1.0325], [-4.0370, 1.1226, -0.3146], [-2.9801, -0.6950, 1.0641], [-2.2775, -1.8652, -0.1102], [-0.9380, -1.7234, 2.0727], [-0.0032, -1.6837, 0.7086], [0.6270, 0.0451, 2.1532], [-0.7640, 0.4126, 2.6976], [-0.6447, 3.7238, 1.0831], [0.4980, 3.0060, 2.1943], [-1.2545, 2.9080, 2.3359], [1.8835, 1.3682, 0.8116], [1.0902, 2.2720, -0.3447], [0.9902, 0.5544, -0.5223], [-0.8595, 2.4006, -1.5231], [-5.1578, 7.9576, 12.7645], [-4.9170, 8.9338, 11.6411], [-6.0900, 10.1500, 11.7189], [-3.5411, 9.6658, 11.9400], [-2.3613, 8.8166, 11.5084], [-2.5138, 8.4715, 10.0304], [-3.8353, 7.6709, 9.6139], [-3.8373, 7.7153, 8.0573], [-3.5687, 6.1942, 10.0633], [-4.9549, 8.3214, 10.2881], [-6.1599, 7.7169, 10.0800], [-5.3187, 8.4529, 13.7221], [-6.1846, 7.6040, 12.6716], [-4.4100, 7.1938, 12.9780], [-6.1227, 10.8516, 10.8853], [-7.1171, 9.7852, 11.7112], [-6.0310, 10.5639, 12.7255], [-3.6196, 10.6679, 11.5185], [-3.4021, 9.7992, 13.0129], [-1.5236, 9.4762, 11.7351], [-2.2947, 7.9223, 12.1279], [-1.7114, 7.7387, 9.9448], [-2.4618, 9.3755, 9.4237], [-4.7908, 7.2262, 7.8579], [-3.0623, 7.1883, 7.5008], [-4.1301, 8.6247, 7.5325], [-2.7804, 6.2163, 10.8158], [-3.1991, 5.6311, 9.2064], [-4.4305, 5.6979, 10.5096], [-6.7991, 8.4330, 10.0687], [-7.1957, 3.5833, 4.9174], [-6.1813, 3.1927, 4.2211], [-5.7135, 4.0705, 3.3989], [-5.8001, 2.0405, 4.2236], [-7.4351, 2.9449, 5.6626], [-7.2873, 4.5880, 4.8692], [-4.9092, 3.8040, 2.8492], [-6.2461, 4.8638, 3.0715], [-3.8995, -0.5509, 7.3232], [-3.9035, -1.8577, 7.1096], [-4.4122, -2.1559, 5.9290], [-3.7140, -2.7126, 8.0036], [-3.7771, -0.1316, 8.2339], [-4.3417, 0.0294, 6.6248], [-4.7609, -1.5022, 5.2425], [-4.5313, -3.1483, 5.7839], [-3.4646, 6.9964, -0.5881], [-4.7277, 6.9126, -0.7435], [-5.0353, 5.7073, -1.0665], [-5.5009, 7.7899, -0.5320], [-2.9103, 6.1890, -0.8349], [-2.9596, 7.8417, -0.3634], [-5.9708, 5.4334, -1.3306], [-4.2555, 5.0709, -0.9823]],
  "atomic_forces_ev_per_a": [[3.35, -1.62, 0.87], [-2.38, 2.61, 0.94], [0.36, -0.52, -0.87], [-0.89, -0.83, 0.06], [-0.43, 0.94, 0.19], [0.60, 0.21, -2.63], [0.49, -0.39, 1.46], [-0.10, 0.91, -1.76], [0.86, -2.21, 4.06], [-2.27, 1.19, -2.17], [-1.31, 0.22, -1.88], [-1.34, 0.65, 2.48], [0.07, -0.45, -1.07], [0.48, 0.28, -0.41], [-0.27, -1.62, 1.63], [1.27, 0.47, -0.98], [-0.28, 0.15, 0.30], [-0.26, -0.02, -0.07], [0.66, -0.66, 0.70], [-0.13, 0.14, 0.45], [0.82, 0.06, -0.69], [0.46, -0.02, 0.13], [-0.13, 0.16, -0.10], [0.37, 0.33, -0.67], [-1.45, 1.17, 2.23], [0.08, -1.32, -1.44], [-0.30, 1.85, 0.84], [-0.58, -2.09, -0.72], [-0.26, 1.69, 0.64], [0.04, -0.14, 1.42], [-0.35, -1.05, 0.10], [1.83, -1.21, -2.53], [-0.66, -1.65, 0.28], [0.43, 0.88, -0.23], [1.74, -0.74, 0.55], [-0.71, 0.11, -1.36], [0.27, -0.19, 0.63], [1.93, 2.51, -1.11], [-0.99, 0.12, 1.66], [-0.63, -1.47, -0.84], [0.19, -0.47, 0.23], [-0.01, 0.02, -0.26], [-0.29, 0.26, -0.35], [0.09, 1.08, 0.07], [0.13, 0.03, 0.32], [-0.48, 0.40, 0.26], [0.02, 0.00, 0.01], [-0.04, 0.20, -0.40], [0.97, -0.75, -0.03], [-1.44, 1.21, -1.02], [0.76, 1.94, 2.12], [-1.17, -0.90, -1.04], [0.49, -0.63, -0.42], [0.86, 1.06, 0.89], [0.48, -0.60, -1.09], [0.69, 0.14, 0.75], [-2.71, -0.36, -0.82], [1.09, -0.52, -0.44], [-0.27, -0.59, 0.08], [1.08, 0.25, 0.27], [-0.27, 0.10, 1.32], [0.67, -2.38, -1.41], [-1.86, 1.03, 0.30], [0.25, -0.37, 0.34], [0.24, -0.19, 0.16], [-0.15, 0.03, -0.06], [-0.06, -0.01, -0.05], [0.34, 0.00, 0.28], [-0.54, 0.05, -0.23], [0.18, 0.55, -0.36], [0.60, 1.04, 0.45], [-0.24, -0.13, 0.04], [0.41, 0.01, -0.67], [-2.72, -1.50, -0.35], [0.95, 0.34, -0.45], [-1.23, -0.36, -0.09], [2.07, -0.28, 0.25], [1.23, -0.07, 0.85], [2.35, -0.10, 2.46], [-0.88, -0.47, 0.60], [-1.40, 0.62, -0.82], [-0.38, 3.04, 0.42], [-0.96, -0.24, 0.71], [-0.07, -0.14, -0.20], [-0.24, -0.23, -0.16], [-0.25, -0.22, 0.34], [0.24, -0.12, -0.05], [0.01, -0.76, 0.50], [-0.17, 0.37, 0.48], [0.23, 0.54, -0.07], [0.04, 0.24, 0.22], [0.27, -0.48, -0.25], [-0.43, 0.29, -0.59], [-0.11, -0.26, -0.93], [-0.02, -0.08, -0.61], [0.23, 0.27, -0.07], [-0.66, 0.11, -0.70], [0.73, 0.51, -0.18], [-0.27, -0.05, -0.79], [-0.17, 0.07, -0.16], [0.51, -0.33, 0.66], [0.71, -0.71, -0.40], [-0.52, -0.08, 1.30], [-0.35, 1.65, -1.48], [0.12, 1.13, 0.13], [0.27, 1.06, 0.79], [-0.18, -0.27, -1.04], [-1.16, -2.01, 0.95], [0.05, 0.83, 1.23], [0.49, 0.45, 0.11], [0.58, 0.32, -0.20], [-0.65, -0.54, -3.10], [0.23, -0.38, 0.68], [0.40, -0.17, 0.12], [0.41, -1.15, -0.61], [0.42, 0.29, 0.34], [-0.01, -0.28, 0.02], [0.00, -0.16, 0.09], [-0.02, 0.00, 0.17], [0.20, -0.53, 0.22], [-0.51, 0.33, -0.04], [0.25, 0.00, 0.17], [0.14, -0.16, -0.08], [-0.32, -0.07, -0.06], [0.29, 0.47, 0.18], [-0.50, 0.03, -0.51], [0.58, -0.13, -0.41], [0.03, -0.14, 0.34], [-0.59, -0.21, -0.37], [0.35, 0.03, 0.85], [0.21, -0.46, 0.08], [-0.19, 0.17, 0.13], [1.11, 0.94, -0.20], [0.03, -0.80, 0.36], [0.43, 0.88, -0.29], [1.20, -0.81, 0.35], [-0.36, 0.88, 0.96], [0.31, 0.09, 3.18], [0.01, -0.08, -0.29], [-0.46, 0.08, 0.95], [1.39, 1.78, -2.55], [-1.68, -1.34, 0.61], [0.10, 0.21, -0.29], [0.11, -0.44, -0.98], [0.15, 0.14, 0.39], [-0.65, 0.38, 0.05], [0.00, -0.05, -0.13], [-0.21, 0.19, 0.08], [-0.16, -0.35, 0.27], [0.20, -0.29, 0.39], [-0.78, 0.10, -0.18], [-0.61, -0.23, -0.01], [-0.23, 0.30, -1.03], [0.69, 0.12, -0.72], [-1.47, -0.03, -0.09], [0.56, -0.42, -0.98], [0.06, -0.14, 0.04], [-0.05, -0.83, 0.43], [-0.40, -0.45, 0.52], [0.21, 0.23, -0.61], [0.14, -0.27, 0.29], [0.30, 0.28, -0.51], [-1.68, 0.16, 0.98], [0.22, 2.12, 0.15], [0.66, -2.30, 0.17], [-1.44, -0.87, 0.00], [-1.21, 1.31, -0.40], [-0.40, -0.90, 0.81], [2.55, 0.61, 1.01], [-2.83, -0.30, 0.16], [-0.16, 0.50, -0.04], [1.74, 2.30, -0.04], [-1.34, -1.51, -0.23], [0.60, 0.65, 0.10], [0.21, -1.09, -0.45], [-0.12, -0.14, -0.61], [0.92, 0.23, 0.22], [-0.09, -0.76, 0.01], [0.41, 0.56, -0.28], [0.58, -0.07, -0.41], [-0.65, 0.14, 0.19], [0.63, -0.50, -0.40], [0.03, -0.01, 0.03], [0.29, 0.35, -1.36], [0.42, -0.17, -0.10], [-0.02, -0.94, -0.42], [0.18, 0.07, 0.59], [0.89, 0.82, 0.62], [-0.06, -0.26, 0.09], [-0.08, -0.20, 0.14], [-0.13, 0.07, -0.26], [-0.11, 0.14, -0.28], [-2.47, 1.44, 1.90], [0.29, -3.50, -0.79], [2.42, 3.31, -3.20], [1.22, -1.67, 0.64], [-0.45, 0.73, 0.09], [-0.84, -0.27, 1.23], [-0.34, 0.01, 0.01], [0.22, -0.13, 0.17], [0.48, 2.95, 0.35], [-1.15, -1.73, 3.52], [-0.42, -1.92, -2.52], [0.60, 1.06, -1.50], [0.08, -0.54, -0.19], [0.23, 0.13, 0.25], [0.23, -0.16, 0.27], [-0.09, 0.31, -0.27], [6.90, 0.90, 0.75], [-2.06, 1.52, 0.65], [-1.58, -5.01, -1.45], [-2.37, 2.79, 0.24], [0.33, 0.63, 0.10], [-0.51, -0.16, -0.02], [0.41, -0.03, 0.22], [-1.08, -0.74, -0.47]],
  "lumo_ev": -1.435,
  "max_force_ev_per_a": 7.00,
  "total_charge": 0,
  "e_tot_ev": -127322.0240,
  "orbital_gap_ev": 6.34
}